Formula: C5H11N5
Source: the Open Molecules 2025 dataset
Level of theory: the ωB97M-V functional and the def2-TZVPD basis

Bonds (Å) are listed after each position.
Geometry (Å):
1 C 0.210 2.465 0.450  C2 1.333, H11 1.060, H12 1.182
2 C -0.211 1.233 0.736  C1 1.333, C3 1.514, H13 1.070
3 C -1.050 0.423 -0.230  C2 1.514, N4 1.516, H14 1.135, H15 1.145
4 N -0.255 -0.806 -0.623  C3 1.516, C5 1.453, N6 1.709, C9 1.451
5 C -0.176 -1.835 0.400  N4 1.453, H16 1.076, H17 1.105, H18 1.092
6 N -0.889 -1.515 -2.043  N4 1.709, N7 1.186, H19 1.050
7 N 0.014 -1.649 -2.800  N6 1.186, N8 1.255
8 N 1.107 -1.114 -2.490  N7 1.255, C9 1.369
9 C 1.055 -0.617 -1.216  N4 1.451, N8 1.369, N10 1.282
10 N 2.085 -0.119 -0.637  C9 1.282, H20 1.081, H21 1.000
11 H 0.867 2.917 1.148  C1 1.060
12 H -0.070 3.170 -0.457  C1 1.182
13 H -0.062 0.710 1.657  C2 1.070
14 H -1.146 1.020 -1.192  C3 1.135
15 H -2.094 0.162 0.162  C3 1.145
16 H -1.126 -1.868 0.905  C5 1.076
17 H 0.081 -2.809 -0.054  C5 1.105
18 H 0.512 -1.557 1.201  C5 1.092
19 H -1.671 -2.203 -1.912  N6 1.050
20 H 3.046 -0.204 -1.126  N10 1.081
21 H 1.863 0.500 0.117  N10 1.000

Molar mass ... 141.18 g/mol
SMILES string ... C=CC[N@@+]1(C)NN=NC1=[NH2+]
Frontier orbital gap ... 8.30 eV
HOMO energy ... -18.830 eV
Energy above the lowest of the compared OMol25 structures with the same formula, charge and spin ... 643.18 kJ/mol
E_tot ... -470.039358 a.u.
Net charge ... +2

Population analysis type Löwdin, resulting atomic charges in e: 0.0930 -0.1847 -0.0797 -0.1025 0.0404 0.2042 0.1004 0.1768 -0.2727 0.3392 0.0759 0.1552 0.1140 0.1613 0.1810 0.1236 0.1453 0.1319 0.2372 0.2413 0.1188